[1]
This record from OMol25 describes a cluster of 5 separate species, C19H40BBrO9S4 in total in a non-equilibrium geometry. The level of theory is wB97M-V/def2-TZVPD.

Net charge = 0
SMILES string = C[C@@H](O)CBBr.O=S1(=O)CCCC1.O=S1(=O)CCCC1.O=S1(=O)CCCC1.O=S1(=O)CCCC1
2S+1 = 1
HOMO = -0.3504 Eh
HOMO-LUMO gap = 10.0 eV
Energy relative to the best compared isomer or geometry (same formula, charge and spin) = 13.43 kcal per mole

Each line ends with the Löwdin charge.
Cartesian coordinates (Å):
H  3.035  -4.078  2.208  0.107
C  2.346  -4.429  2.973  -0.234
H  -0.143  0.866  -3.268  0.077
H  2.148  -1.535  1.437  0.079
H  1.009  -2.670  -1.869  0.100
C  -3.402  3.021  3.703  -0.220
H  1.318  -4.356  2.615  0.113
C  -0.513  4.259  -6.515  -0.220
O  -4.587  2.491  0.677  -0.318
H  -0.892  5.255  -6.287  0.116
C  0.172  -2.469  -2.537  -0.219
C  -1.421  3.516  -7.501  -0.215
H  -3.001  3.584  4.546  0.115
H  -0.206  1.868  -8.259  0.106
H  -1.806  3.694  2.393  0.104
C  2.658  -5.835  3.472  -0.221
C  -0.092  -0.017  -2.639  -0.230
C  1.919  -5.978  4.808  -0.216
C  2.195  -4.709  5.622  -0.222
H  3.734  -5.945  3.632  0.120
H  -2.458  3.585  -7.163  0.118
H  -0.115  -1.326  -4.349  0.105
H  -1.896  1.489  3.913  0.108
S  -0.271  1.725  -5.899  0.672
H  2.158  1.973  3.910  0.097
C  -0.453  3.385  -5.267  -0.227
H  2.234  -6.869  5.351  0.114
H  -1.817  1.374  -7.677  0.104
S  2.487  -3.404  4.428  0.659
H  -4.331  0.524  2.376  0.107
H  0.846  -6.070  4.621  0.118
H  0.487  4.367  -6.943  0.120
H  -4.492  3.091  3.738  0.119
H  1.274  -0.124  0.825  0.039
O  -0.843  -2.030  -0.142  -0.337
H  -1.390  3.427  -4.710  0.113
H  -0.045  -3.351  -3.135  0.100
O  -2.121  2.084  0.329  -0.340
H  0.383  3.623  -4.612  0.111
O  3.858  -2.967  4.551  -0.321
H  -1.822  0.228  -1.310  0.083
C  -2.974  1.550  3.745  -0.211
O  -1.149  0.846  -5.163  -0.328
O  3.761  0.689  1.819  -0.061
H  2.345  -6.593  2.754  0.116
H  1.487  -1.136  -3.651  0.119
H  3.091  -4.810  6.233  0.105
H  4.397  0.973  2.470  0.089
H  0.802  -0.862  2.399  0.077
S  -1.257  -2.079  -1.527  0.667
C  -3.322  0.932  2.386  -0.212
O  -2.379  -2.883  -1.954  -0.334
C  0.428  -1.233  -3.408  -0.210
O  1.136  1.446  -6.058  -0.310
C  2.576  0.329  2.533  -0.438
H  -3.372  4.489  2.067  0.108
H  -1.372  3.949  -8.500  0.114
C  1.811  1.643  2.909  -0.187
H  2.862  -0.177  3.469  0.127
C  -2.888  3.564  2.374  -0.230
B  2.049  2.850  1.892  -0.509
C  -1.468  -0.409  -2.120  -0.214
H  -3.462  1.011  4.557  0.115
S  -3.259  2.271  1.198  0.662
H  0.575  0.202  -1.801  0.087
H  0.732  1.424  3.043  0.096
H  2.442  3.918  2.233  0.018
O  1.384  -2.473  4.459  -0.329
Br  1.675  2.565  -0.048  0.650
H  1.348  -4.436  6.248  0.102
C  -0.979  2.048  -7.514  -0.218
H  -2.609  0.162  2.095  0.104
H  -2.200  -0.433  -2.928  0.107
C  1.643  -0.605  1.743  -0.056

Atoms 1-2, force components in eV/Å:
-0.019 0.158 0.083
0.013 -0.332 -0.250


[2]
This record from OMol25 describes a structure of composition C31H56Br10O18 in a non-equilibrium geometry. The level of theory is wB97M-V/def2-TZVPD.

Net charge = 0
2S+1 = 1
HOMO = -0.3525 Eh
HOMO-LUMO gap = 9.4 eV

Each line ends with the Löwdin charge.
Cartesian coordinates (Å):
C  -18.368  22.498  5.150  -0.033
O  -7.558  16.414  12.237  0.154
C  -18.033  20.699  3.664  -0.654
H  -8.799  5.539  9.102  0.078
O  -4.683  11.486  3.698  0.058
C  -8.021  20.576  3.964  -0.591
H  -16.218  19.040  5.079  0.098
C  -9.290  4.930  8.343  -0.693
H  -2.719  12.304  3.372  0.131
Br  -14.851  18.471  12.672  0.499
C  -11.907  12.051  4.773  -0.673
O  -19.589  13.134  3.300  0.039
H  -18.164  6.751  9.976  0.055
C  -15.942  19.411  4.092  -0.001
H  -19.024  4.744  0.539  0.087
Br  -18.727  6.806  7.486  0.588
H  -17.883  13.633  2.412  0.103
H  -15.849  6.109  2.505  0.131
H  -6.416  16.485  8.156  0.135
C  -9.089  7.656  0.426  0.001
H  -9.835  11.374  -2.215  0.101
H  -2.435  14.972  3.344  0.081
C  -5.228  16.971  9.809  -0.324
H  -11.113  6.056  8.148  0.074
H  -11.653  13.109  6.588  0.055
C  -6.976  16.521  11.188  -0.562
H  -3.212  17.518  10.196  0.079
C  -10.693  5.069  8.345  -0.659
H  -16.580  16.528  11.981  0.059
H  -9.801  12.803  -1.137  0.096
H  -15.432  18.705  3.437  0.094
H  -18.504  23.421  4.586  0.097
O  -19.663  10.862  2.944  0.032
H  -22.269  10.329  3.314  0.092
C  -20.177  12.021  3.181  -0.527
C  -3.754  12.479  3.079  -0.035
Br  -10.557  14.559  4.692  0.575
Br  -6.181  20.637  4.795  0.554
H  -2.843  14.571  4.905  0.089
C  -18.155  4.519  1.158  -0.031
C  -18.181  13.181  3.358  -0.026
H  -8.000  7.610  0.430  0.086
O  -9.450  9.056  0.628  0.053
O  -7.170  15.861  10.069  0.087
H  -3.798  15.855  4.005  0.078
H  -12.904  13.712  5.512  0.054
H  -5.655  15.052  8.912  0.137
C  -22.536  11.301  2.898  -0.051
H  -17.528  4.178  8.316  0.049
H  -19.300  21.981  5.378  0.102
H  -16.109  4.391  2.801  0.135
H  -22.890  11.218  1.871  0.090
H  -10.995  11.472  4.626  0.058
C  -4.378  13.861  3.466  -0.257
C  -6.159  16.001  9.098  -0.080
O  -21.545  12.302  3.162  -0.036
O  -17.147  19.818  3.377  0.021
H  -3.703  16.045  11.082  0.092
C  -16.929  5.356  0.960  -0.353
H  -11.112  4.685  9.275  0.062
H  -3.348  16.103  9.266  0.082
C  -9.452  11.780  -1.279  -0.116
C  -3.320  14.876  3.974  -0.018
H  -17.822  22.865  6.020  0.093
H  -3.882  12.463  1.997  0.126
H  -5.145  14.219  2.779  0.154
H  -17.927  13.739  4.259  0.101
C  -17.789  4.750  9.207  -0.612
O  -5.963  17.404  10.965  0.081
H  -8.650  19.805  4.410  0.048
H  -7.074  19.201  2.541  0.028
C  -3.780  16.589  10.140  -0.018
H  -12.235  12.270  3.756  0.054
H  -7.182  20.792  1.851  0.043
Br  -16.593  4.200  10.787  0.508
H  -8.940  5.076  7.321  0.046
H  -17.245  6.398  1.014  0.152
Br  -9.374  19.596  1.459  0.528
H  -13.762  16.317  10.885  0.056
Br  -11.366  3.857  6.891  0.543
H  -8.370  11.882  -1.372  0.088
H  -15.176  20.166  4.272  0.086
Br  -15.557  14.808  9.847  0.610
O  -9.621  10.977  -0.202  -0.021
H  -15.968  17.341  10.538  0.033
H  -23.380  11.730  3.438  0.089
H  -9.457  6.960  1.179  0.100
O  -7.712  9.681  -0.654  0.101
C  -17.711  6.302  9.093  -0.679
H  -17.905  3.486  0.917  0.100
H  -18.809  4.462  9.460  0.047
C  -15.872  5.126  2.033  -0.093
C  -15.690  16.954  11.519  -0.653
H  -16.710  6.678  8.881  0.044
C  -14.689  15.891  11.269  -0.673
Br  -8.790  3.015  8.624  0.550
H  -8.525  21.535  4.084  0.056
C  -15.040  4.750  -0.106  -0.508
C  -11.883  13.332  5.546  -0.688
O  -17.528  21.590  4.472  -0.003
H  -18.418  4.730  2.195  0.090
O  -14.750  4.826  1.217  0.065
H  -17.599  12.259  3.364  0.096
Br  -13.216  10.830  5.687  0.564
O  -14.214  4.410  -0.933  0.135
O  -6.253  11.498  5.330  0.093
H  -9.219  7.242  -0.574  0.103
C  -8.800  9.856  -0.096  -0.591
C  -5.463  12.118  4.589  -0.552
O  -5.212  13.424  4.572  0.052
H  -14.430  15.308  12.152  0.069
C  -7.709  20.086  2.493  -0.668
H  -5.064  17.835  9.165  0.138
O  -19.222  20.596  3.348  0.101
O  -16.371  4.965  -0.285  0.091

Atoms 1-2, force components in eV/Å:
-0.228 0.609 0.131
0.383 -0.018 -1.593


[3]
This record from OMol25 describes a cluster of 2 separate species, C3H11N3 in total in a non-equilibrium geometry. The level of theory is wB97M-V/def2-TZVPD.

Net charge = -1
<S²> = 0.750
2S+1 = 2
HOMO (alpha / beta) = 0.0360 / -0.2092 Eh
HOMO-LUMO gap (alpha / beta) = 3.2 / 9.7 eV
Energy relative to the best compared isomer or geometry (same formula, charge and spin) = 23.34 kcal per mole

Each line ends with the natural charge from an NBO analysis.
Cartesian coordinates (Å):
C  -0.433  -1.508  0.607  0.015
N  -0.178  -2.626  0.053  -0.466
H  0.306  0.321  0.294  0.335
H  -1.439  -1.107  0.568  0.117
H  1.580  -3.479  -0.880  0.184
H  -2.132  2.689  -0.129  0.319
N  0.497  -0.454  0.992  -1.040
N  -1.561  2.498  -0.928  -0.937
H  0.249  0.007  1.870  0.310
H  0.497  2.428  -1.552  0.186
H  -1.625  1.506  -1.021  0.336
C  1.175  -3.193  0.158  -0.469
H  -0.059  3.998  -0.931  0.164
H  1.140  -4.124  0.746  0.182
C  -0.156  2.882  -0.786  -0.582
H  1.885  -2.499  0.694  0.200
H  0.255  2.660  0.245  0.146

Atoms 1-2, force components in eV/Å:
0.460 0.770 -0.771
0.249 0.139 1.051


[4]
This record from OMol25 describes a cluster of 2 separate species, C3H9N2OP in total in a non-equilibrium geometry. The level of theory is wB97M-V/def2-TZVPD.

Net charge = 0
<S²> = 2.006
2S+1 = 3
HOMO (alpha / beta) = -0.1977 / -0.3171 Eh
HOMO-LUMO gap (alpha / beta) = 6.0 / 6.6 eV
Energy relative to the best compared isomer or geometry (same formula, charge and spin) = 35.87 kcal per mole

Each line ends with the natural charge from an NBO analysis.
Cartesian coordinates (Å):
H  3.683  -1.815  -0.791  -0.019
H  1.915  -0.914  0.062  0.063
N  -1.445  0.043  -0.197  -0.560
H  -1.305  -2.865  0.932  0.396
O  0.315  -1.040  0.705  -0.658
C  -1.264  2.392  -0.704  -0.326
N  -1.722  -2.050  0.685  -0.815
H  -2.388  2.533  -0.690  0.158
C  -0.686  1.247  -0.278  -0.103
H  -2.366  0.131  -0.386  0.394
H  -2.540  -2.080  0.190  0.370
P  3.315  -0.948  0.240  -0.056
H  0.295  1.091  -0.148  0.201
H  3.274  -1.842  1.320  -0.009
H  -0.726  3.280  -0.862  0.187
C  -0.875  -0.978  0.434  0.776

Atoms 1-2, force components in eV/Å:
-0.101 -0.477 -0.082
0.749 -0.190 -0.397